The following is a DFT calculation (ωB97M-V with the def2-TZVPD basis set) of a structure of composition C2H3Cl2N2 at a distorted geometry.

Output
LUMO energy (alpha / beta), Eh: -0.2118 / -0.2100
Highest occupied orbital energy (alpha / beta), eV: -13.8 / -13.6
Orbital gap (alpha / beta), eV: 8.1 / 7.9
Charge: +1
ΔE to the lowest compared entry with this formula, charge and spin, eV: 5.652

Atoms and positions in Å:
Cl  1.06856  -1.95655  2.44697
Cl  0.02016  -2.67703  0.13726
N  1.38713  -2.70095  0.94793
N  -0.36842  1.77543  -0.59179
C  -0.37375  0.34997  -0.45872
C  -0.45745  -0.83144  -0.68276
H  0.43910  2.07089  -0.12841
H  -1.28278  1.98659  -0.14416
H  -0.43256  1.98309  -1.52632

The following is a DFT calculation (ωB97M-V with the def2-TZVPD basis set) of a cluster of 2 separate species, C2H3Cl2N3O2 in total at a distorted geometry.

Output
LUMO energy, Eh: 0.0023
Highest occupied orbital energy, eV: -10.5
Structure (SMILES): C/N=[N+](\[O-])Cl.O=C=NCl
Orbital gap, eV: 10.6
ΔE to the lowest compared entry with this formula, charge and spin, eV: 0.038

Atoms and positions in Å:
Cl  -3.55912  -1.86143  0.64735
Cl  -3.24250  1.93696  1.31236
O  -1.47130  1.20139  -2.04474
O  -1.61496  -2.55863  -0.78842
N  -1.87850  -1.70642  -0.03010
N  -2.85514  1.69020  -0.28948
N  -1.41298  -0.71095  0.41309
C  -0.06875  -0.28418  0.10488
C  -2.02242  1.46508  -1.07996
H  -0.01997  0.01860  -0.98760
H  -0.05841  0.62257  0.66963
H  0.73434  -0.96266  0.33548

The following is a DFT calculation (ωB97M-V with the def2-TZVPD basis set) of an isolated molecule of C2H3Cl2NO at a distorted geometry.

Output
LUMO energy, Eh: -0.0125
Highest occupied orbital energy, eV: -10.7
Structure (SMILES): NC(Cl)(Cl)C=O
Orbital gap, eV: 10.3
ΔE to the lowest compared entry with this formula, charge and spin, eV: 1.433

Atoms and positions in Å:
Cl  -1.31732  1.59250  0.60679
Cl  -1.66769  -1.22010  -0.34830
O  1.35890  0.01213  -1.44365
N  0.52128  -0.37716  1.16324
C  0.30910  0.45638  -1.12445
C  -0.24187  0.11326  0.19195
H  -0.04888  -0.71894  1.89946
H  -0.20098  1.17381  -1.64771
H  1.28746  -1.03187  0.70267

The following is a DFT calculation (ωB97M-V with the def2-TZVPD basis set) of an isolated molecule of C2H3Cl2NSi at a distorted geometry.

Output
LUMO energy, Eh: 0.0170
Highest occupied orbital energy, eV: -11.2
Structure (SMILES): N#CC[SiH](Cl)Cl
Orbital gap, eV: 11.7
ΔE to the lowest compared entry with this formula, charge and spin, eV: 0.645

Atoms and positions in Å:
Cl  1.43356  1.74105  1.50938
Cl  -1.05291  -0.33259  2.40415
Si  -0.20333  0.73148  0.89621
N  -0.17007  -0.20581  -2.80102
C  0.24871  -0.66767  -0.34212
C  0.12855  -0.25907  -1.69905
H  -1.11937  1.71371  0.27574
H  -0.56952  -1.58781  -0.06136
H  1.30438  -1.13329  -0.18192

The following is a DFT calculation (ωB97M-V with the def2-TZVPD basis set) of a cluster of 2 separate species, C2H3Cl3 in total at a distorted geometry.

Output
LUMO energy, Eh: 0.0028
Highest occupied orbital energy, eV: -8.8
Orbital gap, eV: 8.9
ΔE to the lowest compared entry with this formula, charge and spin, eV: 3.124

Atoms and positions in Å:
Cl  1.69192  -1.02990  -0.62794
Cl  -1.22769  -1.52601  -1.14450
Cl  1.18885  0.49976  1.81753
C  1.03384  0.43535  0.05346
C  -1.20931  -0.17528  -0.14240
H  -1.08423  -0.34214  0.83530
H  -1.69277  0.68826  -0.48716
H  1.29939  1.44996  -0.30428

The following is a DFT calculation (ωB97M-V with the def2-TZVPD basis set) of a structure of composition C2H3Cl3NO at a distorted geometry.

Output
LUMO energy (alpha / beta), Eh: 0.1260 / 0.1260
Highest occupied orbital energy (alpha / beta), eV: -3.0 / -3.0
Orbital gap (alpha / beta), eV: 6.4 / 6.4
Charge: -1
ΔE to the lowest compared entry with this formula, charge and spin, eV: 1.561

Atoms and positions in Å:
Cl  0.27020  0.83650  1.97635
Cl  2.85359  -0.10592  0.77644
Cl  0.45396  -1.98758  0.77629
O  -2.15447  1.01343  0.19027
N  -1.68219  0.25155  -0.68736
C  0.28554  0.23214  -0.66052
C  0.74430  -0.22556  0.61525
H  -1.68889  -0.74586  -0.46641
H  0.32387  1.26524  -1.06156
H  0.59408  -0.53393  -1.45877

The following is a DFT calculation (ωB97M-V with the def2-TZVPD basis set) of a cluster of 2 separate species, C2H3Cl3O2S in total at a distorted geometry.

Output
LUMO energy (alpha / beta), Eh: -0.0963 / -0.0975
Highest occupied orbital energy (alpha / beta), eV: -9.2 / -9.2
Orbital gap (alpha / beta), eV: 6.6 / 6.6
ΔE to the lowest compared entry with this formula, charge and spin, eV: 1.628

Atoms and positions in Å:
Cl  1.66183  -1.25213  2.52250
Cl  2.52934  -0.00633  0.18580
Cl  3.12931  -2.76385  -0.87936
S  1.01427  -2.85565  -0.41840
O  0.79142  -4.12127  0.33831
O  0.33647  -2.78774  -1.67573
C  -0.17285  0.12501  0.87423
C  1.20792  -0.48047  1.04091
H  -0.08355  0.55886  -0.15459
H  -1.03914  -0.57919  0.74768
H  -0.23524  1.08601  1.44190

The following is a DFT calculation (ωB97M-V with the def2-TZVPD basis set) of a cluster of 2 separate species, C2H3Cl3O3PS in total at a distorted geometry.

Output
LUMO energy, Eh: 0.0956
Highest occupied orbital energy, eV: -3.9
Orbital gap, eV: 6.6
Charge: -1

Atoms and positions in Å:
Cl  -0.21434  -0.65296  1.46076
Cl  -3.53766  0.26472  0.49957
Cl  -0.58372  1.98020  0.40458
S  3.81679  -1.58575  0.50890
P  2.59660  -0.12785  -0.04219
O  2.27425  0.21479  -1.41480
O  -2.04422  -1.35948  -1.12828
O  2.35821  0.90155  1.19119
C  -0.61555  0.26193  -0.06717
C  -1.92277  -0.12707  -0.64334
H  1.62497  1.57085  1.15122
H  -1.53891  -1.81467  -0.49459
H  -2.21365  0.47375  -1.42585

The following is a DFT calculation (ωB97M-V with the def2-TZVPD basis set) of a cluster of 2 separate species, C2H3ClF2 in total at a distorted geometry.

Output
LUMO energy (alpha / beta), Eh: -0.0617 / -0.0890
Highest occupied orbital energy (alpha / beta), eV: -9.2 / -8.9
Orbital gap (alpha / beta), eV: 7.5 / 6.5
ΔE to the lowest compared entry with this formula, charge and spin, eV: 3.209

Atoms and positions in Å:
Cl  2.57669  -1.45067  -0.00074
F  0.76537  1.29457  -1.14550
F  0.80267  1.12796  1.04692
C  0.39088  0.61971  -0.06867
C  -0.84942  -0.28854  -0.04049
H  -1.38779  -0.42090  -0.90774
H  -1.48573  0.34219  0.68002
H  -0.81269  -1.22433  0.43618

The following is a DFT calculation (ωB97M-V with the def2-TZVPD basis set) of an isolated molecule of C2H3ClF2O at a distorted geometry.

Output
LUMO energy, Eh: 0.0228
Highest occupied orbital energy, eV: -11.4
Structure (SMILES): OCC(F)(F)Cl
Orbital gap, eV: 12.0
ΔE to the lowest compared entry with this formula, charge and spin, eV: 0.343

Atoms and positions in Å:
Cl  -1.27745  1.53882  0.04589
F  -1.64242  -1.01088  -0.53713
F  -1.09775  -0.48536  1.49065
O  1.45014  0.43577  0.37282
C  0.54069  -0.29818  -0.33934
C  -0.83046  -0.20485  0.16794
H  0.61616  -0.09063  -1.34968
H  1.42170  1.46197  0.39228
H  0.81938  -1.34666  -0.24341

The following is a DFT calculation (ωB97M-V with the def2-TZVPD basis set) of a cluster of 2 separate species, C2H3ClF2S in total at a distorted geometry.

Output
LUMO energy, Eh: 0.0069
Highest occupied orbital energy, eV: -9.3
Structure (SMILES): C=C(F)F.SCl
Orbital gap, eV: 9.5
ΔE to the lowest compared entry with this formula, charge and spin, eV: 1.485

Atoms and positions in Å:
Cl  -4.01422  0.46318  0.68037
S  -3.53522  -0.12085  -1.13798
F  0.43113  -1.39484  -0.58176
F  -0.69147  -2.10392  1.07694
C  -0.29671  -1.04832  0.41063
C  -0.64925  0.23859  0.69306
H  -2.44654  -0.91694  -0.78790
H  -0.38004  1.07200  0.14096
H  -1.27121  0.43692  1.47357

The following is a DFT calculation (ωB97M-V with the def2-TZVPD basis set) of a cluster of 2 separate species, C2H3ClFI in total at a distorted geometry.

Output
LUMO energy, Eh: 0.0075
Highest occupied orbital energy, eV: -9.2
Structure (SMILES): C=C(Cl)I.F
Orbital gap, eV: 9.5
ΔE to the lowest compared entry with this formula, charge and spin, eV: 0.565

Atoms and positions in Å:
I  2.68582  1.03674  -0.95263
Cl  0.80395  -1.63206  -1.25767
F  -0.75409  -0.81252  1.88750
C  0.74252  0.00868  -0.93511
C  -0.35660  0.63430  -0.61039
H  -1.23542  0.00955  -0.42176
H  -0.41949  1.69115  -0.21008
H  -1.46669  -0.93584  2.50014

What is the formula in the ninth record? C2H3ClF2